Record 1
C18H33BBrClF4N5O6P | ωB97M-V/def2-TZVPD

Lowest unoccupied orbital energy ... -0.95 eV
HOMO ... -7.93 eV
Orbital gap ... 6.98 eV

Geometry as XYZ:
```
70
Properties=species:S:1:pos:R:3:forces:R:3
C -2.115669 3.638532 -0.926895 1.8 -1.0 4.4
O -1.554908 2.914956 -2.079877 2.2 1.8 1.4
C -0.350043 3.607043 -2.618204 0.8 -0.6 -0.9
C 1.061719 2.804626 -2.222605 -1.9 -0.4 1.1
C 0.639070 1.241115 -1.979958 0.2 -1.3 0.2
C 1.948923 0.220522 -1.775846 -1.7 1.1 -1.7
N 2.298883 0.290944 -0.309880 -0.2 -1.0 -0.7
Br 3.703381 1.535852 -0.222109 0.2 0.1 0.5
C 2.625844 -1.032600 0.317519 0.1 -0.3 0.6
C 3.479318 -0.885099 1.751695 -0.5 -0.7 0.4
C 5.088605 -1.166288 1.582896 0.4 0.8 2.2
C 5.791524 -0.560245 2.975195 1.7 0.1 -1.1
F 7.276078 -0.649393 2.711181 -4.3 0.4 1.5
F 5.492148 -1.372962 4.177948 1.0 3.1 -3.6
F 5.520233 0.904468 3.153509 0.8 -4.8 0.1
C 1.292148 -1.929739 0.768053 1.2 0.4 1.4
O 0.206386 -1.937120 -0.208279 -0.5 0.5 2.5
C -1.130074 -1.931693 0.405343 -0.9 -0.2 -0.7
C -1.422197 -3.210113 1.412880 -0.8 -0.3 1.0
C -1.964861 -2.791096 2.901712 0.0 -1.0 1.2
C -0.769156 -2.173546 3.895232 -0.5 -0.5 -1.6
Cl -1.294388 -2.349828 5.701388 0.6 0.3 -2.1
B -2.196053 -2.143002 -0.874660 -0.1 0.0 -2.6
N -3.677591 -2.429670 -0.720432 1.6 1.8 1.2
O -1.671229 -2.046955 -2.281605 -0.9 1.5 3.4
C -1.563402 -0.467226 1.063515 4.7 4.7 2.4
O -0.704297 0.485072 1.446336 -4.9 -6.4 -2.5
N -3.054306 -0.098419 1.220287 0.8 1.0 1.6
C -3.266466 0.754145 2.465547 1.0 8.0 1.2
O -3.052010 2.095917 2.506726 -1.9 -10.0 -0.4
F -3.794499 0.169683 3.750369 1.8 0.9 -4.7
P 3.727104 -2.195536 -0.770843 1.1 -1.3 -0.2
N 2.719188 -3.183817 -1.888747 0.5 1.8 0.1
O 4.809181 -1.231053 -1.799814 -3.5 -1.6 -1.0
H -2.097029 4.823599 -1.048738 0.6 -2.7 1.1
H -3.264177 3.332190 -0.837876 3.2 -0.1 1.8
H -1.587115 3.302373 0.077231 -0.2 0.4 -1.8
H -0.255831 4.704003 -2.220987 -0.5 -2.0 -0.9
H -0.470873 3.563880 -3.801918 0.2 0.3 2.5
H 1.886208 2.908493 -3.046711 -1.6 -0.1 1.7
H 1.371593 3.243412 -1.169523 -0.2 -1.0 -2.3
H -0.014929 0.771813 -2.860740 1.4 1.4 1.5
H -0.027823 1.091576 -1.001249 1.6 0.6 -2.2
H 1.576043 -0.824831 -2.153678 0.9 1.8 1.2
H 2.817331 0.607469 -2.497760 -1.7 -1.0 1.7
H 3.227232 0.140036 2.309146 0.7 -2.1 -1.6
H 3.089279 -1.724786 2.506531 0.8 1.7 -1.7
H 5.601816 -0.571578 0.705130 -1.1 -1.3 1.8
H 5.378764 -2.322490 1.592397 -0.7 2.8 -0.1
H 0.985170 -1.499340 1.830820 0.3 -0.7 -2.4
H 1.683808 -3.032558 0.986992 -0.7 2.1 -0.6
H -2.264568 -3.912533 0.941053 1.9 1.6 0.9
H -0.490754 -3.913043 1.573683 -1.6 1.7 -0.6
H -2.284857 -3.811433 3.432872 0.7 2.2 -1.2
H -2.936670 -2.124821 2.904618 2.1 -1.2 -0.1
H -0.560311 -1.051705 3.631090 -0.3 -2.2 0.9
H 0.167690 -2.856478 3.709233 -1.7 1.5 0.7
H -4.154763 -1.501492 -0.924540 0.5 -1.7 -0.2
H -3.939917 -2.625447 0.280322 0.4 0.3 -1.4
H -1.074593 -1.247626 -2.376043 -0.6 -1.5 0.3
H -3.210515 0.568946 0.405871 0.1 -0.7 1.4
H 2.518962 -2.685556 -2.782626 -0.4 -0.7 1.0
H 1.861899 -3.553157 -1.424295 0.8 0.6 -0.7
H 4.391585 -1.262453 -2.731732 1.1 0.4 1.9
C -5.799086 4.513282 -3.502827 0.9 -0.3 0.8
C -4.474522 4.277556 -2.795526 6.1 -1.0 3.1
N -3.375668 4.082043 -2.208786 -13.2 4.3 -11.5
H -6.078214 3.625546 -4.077161 0.1 0.1 0.1
H -6.581746 4.722934 -2.768512 0.1 0.0 -0.1
H -5.712003 5.364702 -4.183342 0.1 -0.1 0.2
```
Forces are in eV/Å.

=====

Record 2
C18H33Cl9O9 | ωB97M-V/def2-TZVPD

Lowest unoccupied orbital energy ... 0.13 eV
HOMO ... -9.29 eV
Orbital gap ... 9.42 eV
Energy above the lowest of the compared OMol25 structures with the same formula, charge and spin ... 0.511 eV

Geometry as XYZ:
```
69
Properties=species:S:1:pos:R:3:forces:R:3
C -4.665676 0.610969 5.221397 -0.1 -0.8 -1.2
O -4.397161 1.870869 4.612504 -0.1 0.6 1.3
C -4.258009 1.946773 3.321285 -0.2 -0.8 -2.1
O -4.154761 1.021947 2.544855 0.2 0.0 0.4
O -4.311944 3.216987 2.940626 0.2 1.0 0.9
C -4.059785 3.567252 1.589433 -0.3 -0.7 -0.5
H -5.403483 0.055056 4.635359 -0.3 0.3 0.2
H -5.016965 0.827790 6.219544 0.2 -0.1 0.1
H -3.806566 -0.056564 5.158566 0.3 0.3 0.5
H -4.171583 4.642483 1.508763 0.2 0.1 0.2
H -4.808536 3.115014 0.936267 0.0 -0.1 0.0
H -3.078315 3.215252 1.259651 -0.1 0.2 0.2
C 2.665048 -1.411525 2.351754 0.9 -0.5 -1.8
O 2.538460 -1.362734 3.754131 0.0 0.0 -0.1
C 1.565696 -0.565383 4.186838 -0.1 -0.1 -0.2
O 1.400611 -0.282327 5.325872 0.0 0.3 1.2
O 0.808418 -0.165102 3.179432 -0.2 0.4 -1.1
C -0.052855 0.940553 3.392536 0.3 0.8 0.1
H 2.753398 -0.440283 1.858800 0.0 0.2 0.5
H 1.855578 -1.913394 1.820082 -0.2 -0.1 0.4
H 3.579410 -1.943280 2.094702 0.0 -0.2 0.4
H -0.403148 1.285061 2.421813 -0.5 -0.7 0.0
H 0.495114 1.833163 3.720433 0.1 -0.4 0.6
H -0.799971 0.643770 4.117173 -0.4 0.3 -0.1
Cl -3.406163 3.318914 -5.012591 0.0 -0.3 0.4
C -3.692155 2.151678 -3.686426 -0.3 0.6 -0.1
Cl -3.530026 2.954300 -2.102525 -0.2 -0.3 -0.6
Cl -2.666857 0.748836 -3.816790 0.4 -0.1 -0.2
H -4.703482 1.786955 -3.805046 -0.1 0.2 0.2
Cl 0.670980 -0.816216 -3.904466 0.1 -0.4 -0.1
C 1.182475 -2.373733 -4.625731 -0.5 0.0 0.1
Cl -0.126260 -3.074870 -5.587847 0.1 0.2 0.0
Cl 1.663250 -3.542177 -3.394852 0.2 0.4 -0.1
H 1.995992 -2.135406 -5.296719 0.2 -0.2 0.1
Cl -0.996060 2.339523 -0.106503 0.5 -0.4 -0.2
C -0.417350 0.943371 -1.071235 0.0 0.4 0.3
Cl -1.544991 -0.396303 -0.924803 0.1 0.1 -0.1
Cl 1.200279 0.449963 -0.594021 0.0 0.0 0.3
H -0.313020 1.268654 -2.099375 -0.4 0.0 0.0
C 1.175420 3.141930 -4.846817 -1.7 0.5 -0.5
C 2.033235 2.741588 -3.691801 0.8 0.4 -0.4
C 3.286969 1.947046 -3.992890 -0.2 0.1 1.2
O 1.763402 3.093768 -2.568897 -0.2 -0.1 0.2
H 1.096726 2.468755 -5.700054 0.4 -0.3 0.2
H 1.391578 4.127708 -5.269676 0.6 -0.1 0.2
H 0.156262 3.301564 -4.474847 0.1 -0.2 0.1
H 3.675347 1.638727 -3.021973 -0.1 -0.4 -0.1
H 4.088071 2.576719 -4.380369 -0.3 0.0 -0.7
H 2.993768 1.098132 -4.605418 0.5 0.0 -0.3
C 6.370446 -1.505557 -0.487178 -1.3 -0.7 0.9
C 4.901745 -1.827451 -0.764670 0.8 0.6 -0.4
C 4.125912 -0.828626 -1.588076 -1.1 -1.0 0.8
O 4.406788 -2.853692 -0.376735 -0.2 -0.2 0.2
H 6.950181 -1.848104 -1.339914 0.3 0.3 0.0
H 6.563011 -2.117450 0.396733 0.6 0.0 -0.2
H 6.480759 -0.461511 -0.207512 0.3 0.1 -0.4
H 3.138095 -1.286429 -1.692911 0.1 0.0 -0.6
H 4.616732 -0.662213 -2.541470 0.0 0.4 0.0
H 3.901504 0.056984 -0.991650 0.7 0.4 -0.3
C -1.974529 -2.440848 1.937049 0.2 -0.4 -0.3
C -2.891413 -3.628854 2.128956 -0.2 -0.3 -0.7
C -2.242415 -5.007453 2.056691 -0.3 0.4 -0.1
O -4.087329 -3.526877 2.252628 -0.1 0.2 0.2
H -1.965771 -1.845783 2.849259 0.3 0.0 0.0
H -2.265919 -1.786883 1.115797 -0.4 -0.1 0.2
H -0.999765 -2.846036 1.659389 0.2 0.4 0.4
H -1.315592 -5.022961 2.628882 -0.1 -0.2 0.1
H -1.980897 -5.226909 1.017613 0.1 0.2 0.0
H -2.981892 -5.745093 2.356972 0.2 -0.1 0.3
```
Forces are in eV/Å.

=====

Record 3
C18H33CrN5O3Te | ωB97M-V/def2-TZVPD

⟨S²⟩ ... 3.78
Net charge ... +3
Lowest unoccupied orbital energy (spin up / spin down) ... -9.10 / -8.83 eV
HOMO (spin up / spin down) ... -14.95 / -14.95 eV
2S+1 ... 4
Orbital gap (spin up / spin down) ... 5.85 / 6.12 eV
Energy above the lowest of the compared OMol25 structures with the same formula, charge and spin ... 0.669 eV

Geometry as XYZ:
```
61
Properties=species:S:1:pos:R:3:forces:R:3
Cr -0.874604 1.567314 -0.685246 0.1 0.1 0.0
C 1.111021 1.196824 -2.675260 0.0 0.0 0.0
C 1.062685 -0.177742 -1.995419 0.0 0.0 0.0
N -0.086130 -0.269049 -1.041685 0.0 0.0 0.0
C -1.135132 -1.261986 -1.440431 0.0 0.0 0.0
C -2.535712 -0.691991 -1.250070 0.0 0.0 0.0
N -2.569623 0.773882 -1.548109 0.0 0.1 0.0
C -2.604587 1.163095 -2.990395 0.0 0.0 0.0
C -1.206776 1.135143 -3.577267 0.0 0.0 0.0
N -0.251746 1.807333 -2.641392 0.0 0.0 0.0
H 1.467648 1.116201 -3.702986 0.0 0.0 0.0
H 1.775419 1.868759 -2.136971 0.0 0.0 0.0
H 1.984277 -0.345283 -1.437602 0.0 0.0 0.0
H 0.984163 -0.982702 -2.723685 0.0 0.0 0.0
H 0.322469 -0.577193 -0.127542 0.0 0.0 0.0
H -1.021057 -2.165659 -0.840638 0.0 0.0 0.0
H -0.968914 -1.552751 -2.474736 0.0 0.0 0.0
H -2.849819 -0.798617 -0.213363 0.0 0.0 0.0
H -3.256683 -1.220894 -1.875500 0.0 0.0 0.0
H -3.421266 1.135414 -1.124993 0.0 0.0 0.0
H -3.014228 2.173256 -3.034327 0.0 0.0 0.0
H -3.275260 0.508982 -3.550202 0.0 0.0 0.0
H -1.189752 1.625091 -4.550692 0.0 0.0 0.0
H -0.863147 0.115653 -3.731855 0.0 0.0 0.0
H -0.171299 2.783551 -2.916195 0.0 0.0 0.0
C 0.884569 -2.875655 2.577818 0.0 0.0 0.0
Te 1.683165 -0.989963 1.941343 0.0 0.0 0.0
C 3.429515 -2.120408 1.436473 0.0 0.0 0.0
C 2.960753 -3.549858 1.341308 0.0 0.0 0.0
C 3.765506 -4.515092 0.741515 0.0 0.0 0.0
C 3.350138 -5.834774 0.693198 0.0 0.0 0.0
C 2.128299 -6.199909 1.244975 0.0 0.0 0.0
C 1.324683 -5.243905 1.842931 0.0 0.0 0.0
C 1.737322 -3.914752 1.892198 0.0 -0.1 0.0
H -0.163802 -2.957773 2.295846 0.0 0.0 0.0
H 0.959232 -2.918838 3.663123 0.0 0.0 0.0
H 4.158278 -1.970428 2.231354 0.0 0.0 0.0
H 3.854599 -1.756321 0.503892 0.0 0.0 0.0
H 4.722469 -4.233979 0.319351 0.0 0.0 0.0
H 3.979869 -6.580631 0.227999 0.0 0.0 0.0
H 1.804537 -7.231116 1.211149 0.0 0.0 0.0
H 0.377709 -5.533509 2.281994 0.0 0.0 0.0
C -1.823194 0.197344 3.295077 0.0 0.0 0.0
C -2.089997 1.165751 2.195075 0.0 0.0 0.0
N -2.988404 2.115692 2.372844 0.0 0.0 0.0
O -1.452923 1.057422 1.109848 -0.1 0.0 0.0
H -2.410107 0.398474 4.187206 0.0 0.0 0.0
H -0.759687 0.231230 3.539183 0.0 0.0 0.0
H -2.046026 -0.809097 2.937096 0.0 0.0 0.0
H -3.514272 2.176172 3.232384 0.0 0.0 0.0
H -3.197038 2.779258 1.642535 0.0 0.0 0.0
N -0.119768 6.131184 0.337134 0.0 0.0 0.0
C 0.740188 4.927623 0.600598 0.0 0.0 0.0
C 0.085180 3.672875 0.059554 0.0 -0.1 0.0
O 0.746890 2.608384 0.018377 0.0 0.0 0.0
O -1.121496 3.683479 -0.324921 0.0 0.0 0.0
H 0.120859 6.589509 -0.546204 0.0 0.0 0.0
H -0.024556 6.833994 1.076392 0.0 0.0 0.0
H -1.105698 5.848213 0.273137 0.0 0.0 0.0
H 0.868525 4.818399 1.677639 0.0 0.0 0.0
H 1.722747 5.074373 0.157152 0.0 0.0 0.0
```
Forces are in eV/Å.

=====

Calculated E (eV), listed in the same order as above: -142321.8996; -150329.1327; -68487.7396